Entry 1:
{"formula": "C3H7N5S", "method": "ωB97M-V with the def2-TZVPD basis set", "species": ["C", "C", "C", "N", "N", "N", "N", "N", "S", "H", "H", "H", "H", "H", "H", "H"], "xyz": [[7.199, -1.430, 0.109], [5.739, 0.407, 0.052], [7.101, 2.317, -0.154], [7.856, -0.345, -0.019], [5.010, 1.555, -0.058], [7.079, 0.677, -0.050], [5.718, 2.546, -0.224], [-6.950, -2.820, -0.037], [5.436, -1.217, 0.182], [7.657, -2.344, -0.150], [7.619, 2.849, 0.550], [7.457, 2.500, -1.211], [-7.310, -2.842, 0.929], [-5.872, -2.949, -0.143], [-7.192, -1.946, -0.520], [-7.284, -3.703, -0.588]], "forces_ev_per_a": [[-0.957, 0.326, -0.625], [-0.106, 1.775, -0.563], [0.931, -2.674, -4.543], [2.099, -0.240, -0.119], [0.163, -1.288, 0.402], [-3.255, 3.629, 0.840], [-1.130, -0.230, 0.671], [1.801, -2.336, -1.890], [0.253, -1.015, 0.113], [0.289, -1.149, 0.465], [1.408, 0.899, 2.116], [0.377, -0.016, 1.243], [0.416, 0.004, -0.299], [-2.080, 0.571, 0.943], [-0.247, -0.315, 0.098], [0.038, 2.059, 1.149]], "lowdin_charge": [-0.3159, -0.5743, 0.0524, 0.0620, 0.1407, -0.0482, 0.1223, 0.2774, 1.1926, 0.0936, 0.1084, 0.1663, 0.1599, 0.2018, 0.1546, 0.2063], "total_charge": 2, "spin_multiplicity": 3, "homo_ev": [-14.04, -16.77], "homo_lumo_gap_ev": [8.07, 7.47]}

Entry 2:
{"formula": "C3H7NO", "method": "ωB97M-V with the def2-TZVPD basis set", "species": ["O", "C", "H", "H", "C", "C", "N", "H", "H", "H", "H", "H"], "xyz": [[-3.668, -1.830, 1.034], [-3.209, -1.805, -0.162], [-3.896, -1.972, -0.994], [-2.139, -1.712, -0.399], [1.216, 1.910, -0.477], [1.342, 0.908, 0.383], [2.126, -0.236, 0.265], [1.966, 2.123, -1.232], [0.337, 2.539, -0.449], [0.640, 0.847, 1.208], [2.935, -0.135, -0.341], [2.350, -0.637, 1.164]], "forces_ev_per_a": [[0.051, -0.006, 0.609], [-0.064, 0.107, -0.091], [-0.019, -0.037, -0.500], [0.042, -0.059, 0.016], [0.405, 0.411, -0.168], [-0.866, -0.491, -0.053], [0.599, 0.580, 0.244], [-0.199, -0.278, -0.256], [0.215, 0.205, 0.272], [-0.140, -0.176, -0.105], [-0.183, -0.114, 0.190], [0.158, -0.143, -0.158]], "lowdin_charge": [-0.3801, -0.4747, -0.0520, -0.0495, -0.0627, -0.3280, 0.0306, 0.0330, 0.0332, 0.1010, 0.0789, 0.0704], "total_charge": -1, "spin_multiplicity": 2, "relative_energy_kcal_mol": 34.24, "homo_ev": [0.90, -2.47], "homo_lumo_gap_ev": [2.58, 5.86]}

Entry 3:
{"formula": "C3H7NO", "method": "ωB97M-V with the def2-TZVPD basis set", "species": ["C", "C", "C", "H", "H", "H", "H", "H", "H", "H", "N", "O"], "xyz": [[-0.998, 1.189, -0.589], [-0.038, 0.105, -0.278], [0.203, -0.466, 1.152], [-1.926, 1.098, 0.278], [-0.423, 2.177, -0.396], [-1.362, 1.105, -1.756], [1.257, -0.165, 1.436], [-0.001, -1.574, 0.982], [-0.436, -0.069, 1.932], [1.708, -1.581, -0.243], [0.571, -0.348, -1.288], [1.445, -1.473, -1.231]], "forces_ev_per_a": [[-2.164, 1.267, 0.513], [0.678, -1.189, 1.187], [0.516, -0.129, -1.638], [2.421, 0.495, -2.856], [-1.374, -1.279, -0.419], [0.810, 0.377, 3.290], [-0.975, -0.957, -0.190], [0.689, 1.182, 0.907], [-0.303, 0.032, -0.206], [-0.476, 0.026, -2.263], [0.283, -0.935, -1.526], [-0.106, 1.110, 3.201]], "lowdin_charge": [-0.0928, -0.4788, -0.0440, 0.1375, 0.0897, 0.1279, 0.0972, 0.1014, 0.0583, 0.0968, -0.0070, -0.0862], "smiles": "CC(C)=NO", "relative_energy_kcal_mol": 83.78, "homo_ev": -9.67, "homo_lumo_gap_ev": 10.46}

Entry 4:
{"formula": "C3H7NO", "method": "ωB97M-V with the def2-TZVPD basis set", "species": ["O", "C", "H", "H", "C", "C", "N", "H", "H", "H", "H", "H"], "xyz": [[-2.849, -1.126, -2.533], [-2.994, -0.754, -1.385], [-3.153, -1.450, -0.497], [-2.961, 0.286, -0.991], [1.803, 0.810, 1.647], [1.232, -0.267, -0.515], [1.872, 0.601, 0.117], [1.439, 0.004, 2.269], [1.228, 1.749, 1.854], [2.864, 0.994, 1.773], [1.281, -0.389, -1.584], [0.237, -0.459, -0.155]], "forces_ev_per_a": [[-0.257, 0.803, 1.754], [0.145, -0.954, 0.207], [0.065, 0.044, -1.062], [0.056, 0.110, -0.894], [-0.220, 1.137, -2.563], [-2.171, 1.666, 0.257], [1.826, 0.012, 1.427], [-0.207, -0.440, -0.197], [0.545, -0.763, -0.193], [-0.067, 0.077, 0.912], [0.849, -0.060, -0.405], [-0.564, -1.633, 0.757]], "lowdin_charge": [-0.0125, -0.1551, 0.0864, 0.0761, -0.1023, -0.1040, -0.0877, 0.0561, 0.0785, 0.0565, 0.0576, 0.0504], "smiles": "C=NC.C=O", "relative_energy_kcal_mol": 82.29, "homo_ev": -9.25, "homo_lumo_gap_ev": 9.77}

Entry 5:
{"formula": "C3H7NO", "method": "ωB97M-V with the def2-TZVPD basis set", "species": ["C", "C", "C", "H", "H", "H", "H", "H", "H", "H", "N", "O"], "xyz": [[1.953, -0.001, 0.250], [-0.741, -0.130, 0.432], [-2.233, -0.090, 0.552], [1.780, 0.875, 0.898], [1.745, -0.913, 0.816], [2.981, 0.002, -0.155], [-0.158, -0.441, 1.339], [-2.690, -0.851, -0.078], [-2.562, -0.265, 1.581], [-2.564, 0.908, 0.247], [-0.216, 0.150, -0.691], [1.138, 0.120, -0.902]], "forces_ev_per_a": [[0.307, 0.391, -0.193], [1.138, -0.456, 0.834], [-0.066, 0.316, 0.150], [0.206, -0.251, -0.022], [0.203, -0.063, -0.100], [-0.489, -0.054, 0.414], [-0.447, 0.380, -0.885], [-0.075, 0.094, -0.103], [0.154, 0.059, -0.167], [-0.218, -0.289, -0.028], [-0.594, 0.029, -0.257], [-0.118, -0.157, 0.359]], "lowdin_charge": [-0.1192, -0.2320, -0.0836, 0.0927, 0.0734, 0.0985, 0.1126, 0.0740, 0.0693, 0.0779, 0.0172, -0.1807], "smiles": "C/C=N/OC", "relative_energy_kcal_mol": 70.70, "homo_ev": -9.56, "homo_lumo_gap_ev": 10.57}

Entry 6:
{"formula": "C3H7NO", "method": "ωB97M-V with the def2-TZVPD basis set", "species": ["C", "C", "C", "H", "H", "H", "H", "H", "H", "H", "N", "O"], "xyz": [[-1.118, 0.639, 0.001], [0.413, 0.779, -0.176], [1.233, -0.476, -0.471], [-2.125, -1.102, 0.170], [-1.576, 0.914, 0.979], [-1.767, 1.125, -0.843], [0.817, 1.801, -0.677], [0.705, -1.379, -0.545], [2.110, -0.384, -1.207], [0.666, -0.615, 1.374], [1.145, 0.010, 0.757], [-1.252, -0.760, -0.084]], "forces_ev_per_a": [[-0.931, 0.024, -1.582], [-1.074, 1.561, -1.597], [0.462, -0.492, -5.543], [0.373, 0.596, -0.062], [0.873, 0.605, -0.457], [1.406, -0.457, 1.357], [-0.740, -2.334, 1.960], [-0.557, -1.045, -1.105], [-0.785, 0.049, 1.632], [-0.662, 0.328, 0.273], [3.004, 2.801, 5.078], [-1.369, -1.634, 0.045]], "lowdin_charge": [-0.2216, -0.2514, -0.2187, 0.1051, 0.1165, 0.1344, 0.1704, 0.0804, 0.1269, 0.1129, -0.0246, -0.1304], "smiles": "OC[C@@H]1CN1", "relative_energy_kcal_mol": 83.33, "homo_ev": -8.43, "homo_lumo_gap_ev": 9.21}

Entry 7:
{"formula": "C3H7NO", "method": "ωB97M-V with the def2-TZVPD basis set", "species": ["C", "C", "C", "N", "H", "H", "H", "H", "H", "H", "H", "O"], "xyz": [[0.789, -0.352, 1.308], [-0.263, -0.236, 2.155], [1.538, -0.641, -0.755], [0.587, -0.962, 0.034], [1.755, 0.083, 1.561], [-0.920, -1.103, 2.231], [-0.744, 0.689, 2.454], [1.469, -0.947, -1.793], [2.498, -0.286, -0.385], [-2.721, 1.783, -1.560], [-1.473, 0.979, -1.687], [-2.013, 1.607, -2.189]], "forces_ev_per_a": [[-0.995, 0.127, 0.692], [-0.640, -0.781, -0.927], [-0.077, -1.507, -0.169], [1.225, 0.146, 0.821], [-0.098, 0.820, -0.731], [-0.576, 0.370, -1.003], [1.217, 0.107, 1.518], [-0.028, 0.149, -0.105], [-0.059, 0.616, -0.133], [-0.143, 0.176, -0.177], [0.078, 0.065, -0.300], [0.096, -0.289, 0.513]], "lowdin_charge": [-0.2561, 0.0103, -0.0579, -0.0189, 0.0935, 0.0483, 0.0544, 0.0675, 0.0701, 0.0317, 0.0223, -0.0652], "smiles": "C=CN=C.O", "relative_energy_kcal_mol": 87.99, "homo_ev": -8.71, "homo_lumo_gap_ev": 8.76}

Entry 8:
{"formula": "C3H7NO", "method": "ωB97M-V with the def2-TZVPD basis set", "species": ["C", "O", "C", "C", "N", "H", "H", "H", "H", "H", "H", "H"], "xyz": [[-0.946, 1.496, -0.375], [0.057, 0.866, 0.391], [-0.002, -0.507, 0.434], [1.394, -0.913, 0.049], [-1.101, -1.090, 0.651], [-0.860, 1.215, -1.437], [-1.921, 1.201, 0.008], [-0.774, 2.570, -0.281], [1.548, -0.071, -0.636], [1.525, -1.920, -0.362], [2.114, -0.743, 0.854], [-1.033, -2.103, 0.703]], "forces_ev_per_a": [[-0.367, 0.185, -0.034], [-0.172, 0.074, 0.288], [-0.193, 0.073, 0.068], [-0.014, 0.012, 0.055], [0.409, 0.109, 0.039], [-0.035, 0.002, 0.245], [-0.176, 0.218, -0.150], [-0.168, -0.150, 0.033], [0.867, -0.905, -0.495], [-0.172, 0.356, 0.045], [-0.223, -0.107, 0.098], [0.245, 0.133, -0.191]], "lowdin_charge": [-0.0894, -0.1513, -0.4996, -0.0023, 0.1624, 0.0954, 0.0762, 0.0898, 0.0889, 0.0840, 0.0866, 0.0594], "smiles": "[H]/N=C(\\C)OC", "relative_energy_kcal_mol": 37.11, "homo_ev": -10.07, "homo_lumo_gap_ev": 11.08}